No. 1
11
Properties=species:S:1:pos:R:3:forces:R:3:nbo_charge:R:1 method="wB97M-V/def2-TZVPD" total_charge=0 homo_ev=-9.591 e_lumo_ev=0.8 orbital_gap_ev=10.4
N 0.434995 -0.327356 -1.913913 -1.329 3.322 -3.662 -0.61
N 0.116969 -0.227054 -0.591834 0.441 -2.020 -3.263 -0.04
C 0.454674 -1.197002 0.175740 3.192 -2.654 4.219 0.18
N 0.086281 -0.820043 1.441586 -0.147 -0.311 -1.160 -0.51
C -0.526171 0.368748 1.221448 0.884 -1.436 2.121 0.55
O -1.010079 1.052994 2.352218 1.076 -3.839 -1.718 -0.63
N -0.472898 0.769701 -0.054376 -2.149 2.426 2.409 -0.38
H 1.051364 0.502979 -1.981368 0.089 -0.696 -0.879 0.36
H -0.430983 0.039492 -2.568262 2.315 -1.406 2.360 0.37
H 1.381761 -2.028841 -0.047339 -3.532 2.440 0.368 0.24
H -1.085913 1.866383 1.966100 -0.840 4.174 -0.795 0.47

***

No. 2
45
Properties=species:S:1:pos:R:3:forces:R:3:nbo_charge:R:1 method="wB97M-V/def2-TZVPD" total_charge=0 homo_ev=-9.730 e_lumo_ev=-0.6 orbital_gap_ev=9.1
C -1.518115 0.346076 -1.187442 0.025 -0.543 0.448 -0.76
C 0.005739 0.448579 -1.231573 -2.103 0.949 2.953 0.73
O 0.624553 0.376687 -2.195196 2.190 -0.479 -3.655 -0.47
N 0.702487 0.614706 0.069644 -1.472 -0.764 1.379 -0.49
C 0.394236 -0.672624 0.793741 0.098 -0.221 -1.215 -0.43
C 0.199450 1.713860 0.767297 0.085 1.138 -0.167 0.10
C 0.221906 2.998739 0.380271 0.237 0.407 -0.488 -0.11
C 0.774550 3.704611 -0.830643 -0.485 0.467 0.149 -0.51
C 0.005452 3.489801 -2.150422 0.323 0.406 -0.237 0.07
F 0.914626 3.078252 -3.114374 -0.105 -0.246 -0.141 -0.36
C -0.413774 3.837643 1.447462 -0.028 -4.643 -1.405 0.77
O -0.384374 4.975931 1.540922 -0.241 4.922 0.683 -0.51
O -1.052627 2.997153 2.338681 0.805 0.154 -0.218 -0.52
C -0.462737 1.750594 2.125730 -0.307 1.050 -1.000 0.75
O -0.514690 0.972229 2.984342 -0.015 -2.324 1.740 -0.49
H -1.805411 -0.649062 -1.563640 0.333 0.584 -0.018 0.26
H -1.902709 0.413638 -0.164454 0.027 0.069 -0.172 0.21
H -2.029639 1.095801 -1.792878 0.282 -0.093 -0.087 0.25
H -0.601008 -0.665389 1.248049 0.355 0.020 0.247 0.20
H 1.189372 -0.930064 1.490853 -0.215 0.139 0.070 0.23
H 0.358407 -1.453952 0.010583 0.237 0.799 0.528 0.21
H 1.832361 3.503260 -1.022995 -0.173 -0.327 0.097 0.26
H 0.707034 4.775210 -0.605448 0.160 -0.177 0.089 0.25
H -0.409975 4.423461 -2.543659 -0.004 -0.026 0.306 0.17
H -0.813078 2.772538 -2.090405 0.207 -0.095 0.056 0.16
Cl -4.347255 -4.055570 -2.634211 -0.038 0.059 0.021 0.03
C -4.619041 -2.327815 -2.409671 0.076 -0.084 -0.066 -0.28
Cl -3.866481 -1.767993 -0.911359 -0.429 -0.266 0.092 0.01
Cl -4.003309 -1.414668 -3.789807 -0.033 0.006 0.042 0.02
H -5.685984 -2.157468 -2.337026 0.045 0.008 0.011 0.23
Cl 1.746038 -6.260138 0.834049 -0.091 0.108 0.006 0.03
C 2.007572 -4.773236 -0.081220 0.040 -0.106 0.163 -0.28
Cl 0.719763 -3.603872 0.243875 0.170 -0.857 -0.088 0.01
Cl 3.580611 -4.070386 0.297300 -0.077 0.031 -0.015 0.03
H 1.985758 -5.014267 -1.137206 -0.005 0.029 0.036 0.23
Cl 5.942432 -9.471437 -0.500178 0.013 0.050 -0.037 0.02
C 5.852022 -7.717702 -0.673018 -0.024 -0.010 0.100 -0.28
Cl 4.261915 -7.232215 -1.269449 0.135 -0.131 -0.155 0.01
Cl 6.211472 -6.920302 0.859839 0.005 -0.002 -0.061 0.02
H 6.594545 -7.409452 -1.398348 -0.034 -0.009 0.024 0.23
Cl -1.301454 7.307487 3.835613 -0.034 -0.016 0.034 0.02
C -2.422905 5.959480 4.017745 0.045 0.047 -0.001 -0.28
Cl -3.027575 5.866845 5.675332 0.014 -0.025 -0.032 0.01
Cl -3.762130 6.101653 2.874201 0.034 -0.042 -0.001 0.01
H -1.888028 5.043380 3.799093 -0.027 0.042 -0.018 0.24

***

No. 3
12
Properties=species:S:1:pos:R:3:forces:R:3:lowdin_spin:R:1 method="wB97M-V/def2-TZVPD" total_charge=+1 homo_ev="-12.192 / -9.043" multiplicity=9 e_lumo_ev="-3.8 / -6.4" orbital_gap_ev="8.4 / 2.7"
O 1.415785 0.515048 0.990152 0.444 0.485 0.294 0.01
C 0.350045 -0.042621 0.426936 -0.158 -0.930 -0.616 0.00
C 1.608768 1.894835 0.864410 0.309 -0.166 -0.370 0.05
O 0.166135 -1.265114 0.588078 -0.427 0.119 0.023 0.00
O -0.413682 0.640326 -0.326779 -0.353 0.779 -0.439 0.00
C 2.396791 2.400287 -0.095851 -0.293 -0.086 0.673 0.07
H 1.149438 2.461164 1.677607 0.070 -0.060 -0.362 0.01
H 2.976151 1.756135 -0.759769 -0.336 0.170 0.051 0.00
H 2.545164 3.481176 -0.123153 0.135 -0.353 0.036 0.01
Li -0.043295 2.334745 -1.141270 -0.033 -0.659 0.078 0.05
Gd -1.892353 -1.554492 -0.738826 0.807 0.330 0.480 7.15
H 0.022927 3.699031 0.055750 -0.167 0.371 0.153 0.65

***

No. 4
34
Properties=species:S:1:pos:R:3:forces:R:3:nbo_charge:R:1 method="wB97M-V/def2-TZVPD" total_charge=-2 homo_ev=0.277 e_lumo_ev=3.9 orbital_gap_ev=3.6
N 0.711940 0.135758 4.123111 -0.123 0.067 0.236 -0.85
C -0.568965 -0.245902 3.523854 -0.095 0.138 0.054 -0.26
C -0.542675 -1.392449 2.518380 0.011 -0.129 0.051 -0.06
O -0.333679 -1.058184 1.183611 -0.084 0.098 -0.057 -0.50
C 0.882132 -0.401774 0.890034 0.286 -0.072 -0.007 -0.13
C 0.687398 1.109744 0.842211 0.019 -0.099 0.209 -0.10
O 1.637722 1.711391 -0.028312 -0.106 0.255 -0.138 -0.50
C 2.772740 2.173342 0.589670 0.085 -0.220 -0.078 -0.14
S 2.590700 3.842555 1.371099 0.237 0.215 0.035 -0.15
H 1.148163 0.891079 3.615397 0.099 -0.073 -0.057 0.36
H 1.347535 -0.649566 4.121545 0.090 -0.024 -0.027 0.35
H -1.004717 0.632662 3.043127 -0.061 -0.029 0.014 0.20
H -1.259903 -0.532765 4.322668 0.034 -0.006 0.082 0.17
H -1.511371 -1.892660 2.543911 -0.045 -0.043 -0.052 0.19
H 0.211182 -2.128083 2.847955 0.046 -0.043 0.072 0.14
H 1.640406 -0.675900 1.637936 0.054 -0.017 -0.034 0.13
H 1.217604 -0.732595 -0.095904 -0.295 -0.068 -0.178 0.29
H -0.313214 1.315489 0.467144 0.043 0.027 -0.200 0.23
H 0.786486 1.562860 1.839061 -0.127 0.075 -0.093 0.13
H 3.533578 2.307276 -0.174558 0.093 -0.040 -0.003 0.20
H 3.136429 1.481703 1.353247 0.023 -0.010 0.061 0.16
H 1.277506 3.755318 1.545583 -0.279 -0.028 0.075 0.13
C -1.967409 -1.812907 -4.528782 -0.190 0.009 -0.156 -0.57
C -0.815428 -2.211056 -3.831073 0.094 0.048 0.147 0.41
C -0.335282 -1.260645 -2.690842 -0.109 0.081 0.045 0.44
O 0.638738 -1.605298 -1.990102 0.207 -0.083 -0.021 -0.73
C -1.026631 -0.047442 -2.501527 0.254 -0.012 0.170 -0.58
C -2.170685 0.361279 -3.209346 -0.144 -0.048 -0.152 0.43
C -2.706530 -0.631418 -4.291105 0.031 -0.074 -0.031 0.42
O -3.749786 -0.342138 -4.903858 -0.035 0.111 0.019 -0.70
O -2.776404 1.434168 -3.034650 0.042 0.004 0.054 -0.71
O -0.162420 -3.250774 -4.045224 -0.037 -0.010 -0.046 -0.71
H -2.353778 -2.454069 -5.318350 0.093 -0.087 0.041 0.18
H -0.621381 0.610999 -1.735910 -0.110 0.092 -0.033 0.16

***

No. 5
17
Properties=species:S:1:pos:R:3:forces:R:3:nbo_charge:R:1 method="wB97M-V/def2-TZVPD" total_charge=0 homo_ev=-9.673 e_lumo_ev=1.0 orbital_gap_ev=10.7
O 2.779512 -0.249223 -0.748026 0.014 0.264 -0.025 -0.71
C 1.745361 -0.809615 0.025134 -0.232 -0.227 0.206 -0.07
C 0.380941 -0.415344 -0.514541 0.002 -0.160 -0.016 0.07
C -0.802610 -0.862556 0.346555 0.093 -0.123 0.055 -0.43
C -1.782152 0.303487 0.217072 -0.065 0.099 -0.024 -0.43
C -0.830719 1.495651 0.110075 -0.275 0.149 0.157 -0.06
O 0.326739 1.017413 -0.559689 0.083 -0.010 -0.091 -0.55
H 2.560640 0.690920 -0.824964 0.125 -0.124 -0.054 0.48
H 1.815125 -0.494416 1.080899 -0.002 -0.012 -0.172 0.15
H 1.865672 -1.898563 -0.009417 -0.034 0.138 0.000 0.18
H 0.290503 -0.783139 -1.546845 -0.010 0.047 0.127 0.18
H -0.484647 -0.973872 1.391439 -0.025 0.015 -0.136 0.20
H -1.216653 -1.818818 0.015819 0.055 0.142 0.043 0.22
H -2.462862 0.387582 1.070875 0.111 -0.006 -0.176 0.22
H -2.382420 0.209545 -0.695167 0.109 0.006 0.125 0.21
H -0.559244 1.870295 1.107787 -0.011 -0.061 -0.112 0.16
H -1.243182 2.330650 -0.467011 0.062 -0.138 0.094 0.19

***

No. 6
9
Properties=species:S:1:pos:R:3:forces:R:3:nbo_charge:R:1 method="wB97M-V/def2-TZVPD" total_charge=0 homo_ev=-8.858 e_lumo_ev=-0.7 orbital_gap_ev=8.2
C -0.079435 -0.660537 -0.845044 2.370 1.908 -0.250 -1.20
N 1.643232 0.195413 0.937807 -0.656 -0.225 -0.797 -1.08
N -1.981780 0.354834 0.566653 -2.660 -0.194 0.831 -1.10
P 1.527680 -1.091924 0.051370 0.244 0.602 -0.026 1.02
P -1.301055 -1.042105 0.318017 -2.477 0.333 1.508 1.04
H -0.268311 -1.358389 -1.643924 0.269 -0.079 -0.751 0.26
H 0.019095 0.460618 -1.092130 -0.451 -1.823 0.073 0.30
H 2.461768 0.331677 1.498484 0.523 -0.309 0.379 0.38
H -2.952690 0.327370 1.098735 2.837 -0.214 -0.967 0.38

***

No. 7
18
Properties=species:S:1:pos:R:3:forces:R:3:lowdin_spin:R:1 method="wB97M-V/def2-TZVPD" total_charge=+1 homo_ev="-15.091 / -15.084" multiplicity=2 e_lumo_ev="-4.2 / -9.1" orbital_gap_ev="10.8 / 5.9"
N -1.547136 1.783585 0.825432 0.962 -0.294 -0.832 0.04
C -0.668347 1.222186 -0.046550 -2.032 1.065 3.262 0.09
C 0.546351 0.457314 0.448575 1.179 -0.257 -0.671 0.06
C 1.633963 0.417854 -0.675561 -1.308 -0.170 0.355 0.00
C 0.148233 -0.861693 1.099730 1.233 -0.904 0.534 0.01
O -0.961249 1.362166 -1.242884 0.534 -0.169 -1.031 0.77
H -1.547470 1.655099 1.837955 0.514 -0.217 -0.535 0.00
H -2.242154 2.428044 0.468439 -0.114 -0.254 -0.055 0.00
H 1.040733 1.067682 1.211717 -0.712 0.230 0.142 0.01
H 2.089840 1.402904 -0.627124 0.560 -0.258 -0.427 0.00
H 1.178231 0.263635 -1.649938 0.099 0.019 -0.209 0.00
H 2.300500 -0.420341 -0.495525 0.319 0.319 0.129 0.00
H 1.062840 -1.477325 1.132392 0.032 0.319 -0.186 0.01
H -0.046685 -0.762598 2.166150 -0.656 0.236 -0.115 0.00
H -0.533315 -1.527066 0.590709 -0.632 0.369 -0.164 0.00
H -1.342423 -2.282155 -2.201232 -0.846 -0.520 0.396 0.00
H -0.108570 -2.206718 -1.522332 0.308 -0.468 0.708 0.00
O -1.003349 -2.522566 -1.319959 0.560 0.955 -1.304 0.00